The following is a DFT calculation (the ωB97M-V functional and the def2-TZVPD basis) of a structure of composition C24H11Cl3ILiN6O3S2 in a non-equilibrium geometry.

Relative energy (zero: lowest compared OMol25 entry of this formula, charge and spin) = 0.0 kJ/mol
Molar mass = 735.7 g mol⁻¹
Gap between HOMO and LUMO = 5.160 eV
Charge = -2
E_LUMO = 0.1144 Ha

Structure (XYZ):
```
51
Properties=species:S:1:pos:R:3:forces:R:3
Li 1.110 -0.599 -0.069 0.11 0.00 0.43
Cl 3.030 -6.060 4.138 0.57 -0.29 -0.03
C 2.223 -4.707 3.411 -1.11 1.07 -0.10
C 0.976 -4.381 3.940 0.75 0.02 -0.88
C 0.224 -3.350 3.357 0.54 0.26 -0.42
I -1.613 -2.914 4.211 -0.35 0.14 0.07
C 0.626 -2.562 2.210 -0.35 -0.90 0.86
O -0.070 -1.667 1.693 0.31 0.01 -0.26
C 1.943 -2.981 1.665 -0.18 0.03 0.03
N 2.306 -2.379 0.524 0.57 0.37 -0.12
C 3.486 -2.641 -0.020 -0.33 0.40 -0.16
C 4.364 -3.598 0.498 -0.57 -0.69 1.20
C 3.958 -4.312 1.641 0.52 0.82 -1.32
C 2.749 -3.979 2.273 -0.51 -1.10 0.66
H 0.571 -4.975 4.767 0.21 0.36 -0.33
H 3.742 -2.055 -0.914 -0.11 -0.38 0.36
H 5.315 -3.792 0.013 -0.13 -0.04 0.05
H 4.556 -5.136 2.007 0.05 0.08 0.17
S -5.830 5.278 -1.280 1.04 -0.89 0.27
N -4.457 4.997 -2.149 -0.79 0.67 0.06
C -3.788 4.039 -1.552 -0.73 -0.04 -0.16
C -2.597 3.424 -2.059 0.92 -1.87 0.57
C -2.026 3.699 -3.289 0.10 0.62 -1.05
C -0.917 3.006 -3.740 0.45 -0.30 0.84
C -0.351 2.031 -2.888 -0.50 0.15 -0.32
N -0.895 1.747 -1.719 -0.39 -0.82 0.32
C -2.025 2.322 -1.322 -0.15 1.38 -0.61
C -2.688 1.827 -0.096 -0.21 0.31 1.52
N -2.106 0.839 0.610 0.27 0.52 -1.51
C -2.650 0.389 1.709 -0.55 -0.12 0.41
C -3.848 0.903 2.242 -0.05 0.88 -1.02
C -4.464 1.961 1.554 0.33 -0.74 0.62
C -3.870 2.455 0.395 0.66 -0.63 -0.76
C -4.437 3.531 -0.394 -1.62 0.63 1.15
N -5.611 4.143 -0.095 1.40 -0.09 -1.15
H -2.480 4.446 -3.955 0.17 -0.18 0.50
H -0.436 3.256 -4.673 -0.13 -0.12 -0.17
H 0.482 1.372 -3.156 -0.06 0.60 0.02
H -2.117 -0.445 2.156 -0.01 0.06 0.22
H -4.255 0.481 3.142 -0.16 -0.02 0.18
H -5.399 2.416 1.875 0.19 -0.14 0.12
Cl 2.966 1.098 -4.649 0.20 -0.43 -0.16
C 3.405 0.093 -3.213 0.00 0.77 0.79
Cl 4.999 -0.686 -3.324 0.02 0.01 -0.41
C 2.262 -0.931 -2.839 0.14 0.85 0.07
O 2.158 -1.960 -3.484 0.01 -0.31 -0.16
O 1.604 -0.449 -1.886 -0.31 -0.37 -0.15
H 3.506 0.857 -2.428 -0.11 -0.59 -0.22
S 2.223 3.147 2.617 0.09 1.05 0.47
C 2.109 1.898 1.587 -0.08 -1.93 -0.59
N 2.035 0.906 0.960 -0.10 0.91 0.10
```
Positions in Å, forces in eV/Å.

Mulliken atomic charge list, values in e, 6 entries: 1.103 -0.324 0.424 -0.700 -0.352 -0.046



The following is a DFT calculation (the ωB97M-V functional and the def2-TZVPD basis) of a cluster of 2 separate species, H4I2Si2 in total in a non-equilibrium geometry.

Relative energy (zero: lowest compared OMol25 entry of this formula, charge and spin) = 92.9 kJ/mol
Molar mass = 314.0 g mol⁻¹
Gap between HOMO and LUMO = 7.944 eV
E_LUMO = -0.0331 Ha

Structure (XYZ):
```
8
Properties=species:S:1:pos:R:3:forces:R:3
Si -0.514 -1.130 1.144 0.75 1.72 -2.06
Si 0.267 1.024 -0.815 -0.17 -1.62 0.97
I 2.749 1.037 -0.991 -0.47 -0.10 0.03
I -0.692 0.988 -3.106 0.16 -0.15 0.52
H 0.352 -0.921 2.295 0.12 0.05 0.25
H -1.938 -1.037 1.430 -0.29 0.07 0.12
H -0.178 -2.325 0.375 0.03 -0.24 0.01
H -0.046 2.364 -0.332 -0.14 0.27 0.16
```
Positions in Å, forces in eV/Å.

Mulliken atomic charge list, values in e, 6 entries: 0.326 0.058 -0.079 -0.074 -0.058 -0.064



The following is a DFT calculation (the ωB97M-V functional and the def2-TZVPD basis) of a cluster of 2 separate species, C2H8N2O in total in a non-equilibrium geometry.

Relative energy (zero: lowest compared OMol25 entry of this formula, charge and spin) = 417.5 kJ/mol
Molar mass = 76.1 g mol⁻¹
Gap between HOMO and LUMO = 9.351 eV
E_LUMO = 0.0277 Ha
SMILES = C=[N+](C)[O-].N

Structure (XYZ):
```
13
Properties=species:S:1:pos:R:3:forces:R:3
C -0.942 -0.681 -2.489 0.21 0.55 3.91
N -1.254 -0.042 -1.281 1.95 -1.21 -3.96
C -0.520 -0.472 -0.084 -0.82 -2.70 1.35
O -1.902 1.001 -1.170 -0.81 0.66 0.18
H -1.161 -0.263 -3.505 -0.08 -0.48 1.54
H -0.312 -1.563 -2.197 -0.76 0.94 -1.36
H 0.201 0.191 0.282 0.94 1.69 -0.33
H -1.153 -0.666 0.812 -0.33 0.32 -1.01
H 0.027 -1.414 -0.218 -0.30 0.22 -0.42
N 1.803 0.897 2.219 4.36 1.57 -0.20
H 2.301 0.522 2.996 0.30 -1.01 0.49
H 2.006 1.886 2.380 -1.10 -0.17 -0.59
H 0.906 0.605 2.256 -3.58 -0.38 0.38
```
Positions in Å, forces in eV/Å.

Mulliken atomic charge list, values in e, 6 entries: -0.362 0.466 -0.836 -0.612 0.282 0.183



The following is a DFT calculation (the ωB97M-V functional and the def2-TZVPD basis) of a structure of composition C26H23N9NiO3S.

Relative energy (zero: lowest compared OMol25 entry of this formula, charge and spin) = 0.0 kJ/mol
<S²> = 2.0071
Molar mass = 600.3 g mol⁻¹
Gap between HOMO and LUMO (spin up / spin down) = 6.697 / 6.710 eV
E_LUMO (spin up / spin down) = -0.0390 / -0.0387 Ha
Multiplicity = 3

Structure (XYZ):
```
63
Properties=species:S:1:pos:R:3:forces:R:3
Ni -0.029 0.402 0.883 -0.02 -0.05 -0.06
C 4.501 -1.679 3.951 0.00 0.00 0.01
C 3.733 -2.337 2.812 -0.02 0.00 -0.01
N 3.592 -1.479 1.651 0.04 -0.04 -0.02
C 2.665 -0.525 1.480 -0.06 0.06 0.12
S 1.423 -0.279 2.683 0.05 -0.01 -0.07
N 2.831 0.249 0.409 0.06 0.03 -0.06
N 1.775 1.067 0.270 -0.11 -0.09 0.06
C 1.899 2.259 -0.184 0.05 0.02 -0.02
C 3.209 2.803 -0.657 0.01 -0.03 0.01
C 0.687 3.085 0.012 0.00 0.02 0.00
C 0.540 4.369 -0.499 -0.03 0.02 0.00
C -0.599 5.096 -0.193 0.04 -0.01 -0.02
C -1.566 4.530 0.620 -0.02 -0.02 0.03
C -1.354 3.242 1.083 -0.01 0.01 0.00
N -0.267 2.539 0.793 0.00 0.04 0.01
H 4.582 -2.362 4.797 0.00 0.00 0.00
H 3.984 -0.779 4.284 0.00 0.00 0.00
H 5.508 -1.404 3.635 0.00 0.00 0.00
H 2.736 -2.624 3.142 0.00 0.00 0.01
H 4.242 -3.243 2.480 0.00 0.00 0.00
H 4.299 -1.511 0.933 0.00 0.00 0.00
H 3.702 2.066 -1.290 0.00 0.00 0.01
H 3.866 2.972 0.200 0.00 0.01 0.00
H 3.106 3.737 -1.202 -0.01 0.01 -0.01
H 1.305 4.796 -1.130 0.01 0.00 0.00
H -0.727 6.096 -0.586 0.00 0.00 0.00
H -2.462 5.068 0.896 0.00 0.00 0.00
H -2.081 2.748 1.718 0.00 0.00 0.00
O -5.274 -0.984 6.967 0.01 0.02 0.00
C -3.942 -1.045 6.734 -0.01 -0.07 -0.01
O -3.188 -1.313 7.623 0.01 0.02 0.01
C -3.496 -0.776 5.329 0.01 0.02 0.00
C -4.224 0.017 4.450 -0.01 0.00 0.01
C -3.751 0.252 3.169 -0.01 -0.01 -0.01
C -2.548 -0.315 2.766 0.01 0.01 0.02
C -1.803 -1.096 3.643 0.00 0.02 0.00
C -2.281 -1.319 4.920 0.00 0.00 0.01
N -2.046 -0.081 1.460 0.06 0.01 -0.07
C -2.788 -0.356 0.467 -0.05 0.00 0.02
C -2.318 -0.111 -0.906 -0.02 0.01 0.01
C -3.043 -0.551 -1.999 0.01 0.00 -0.03
C -2.512 -0.351 -3.267 0.00 0.01 0.02
C -1.290 0.282 -3.385 -0.01 0.00 0.00
C -0.634 0.694 -2.230 0.01 0.01 -0.02
N -1.138 0.508 -1.020 -0.01 -0.02 0.05
H -5.757 -0.908 6.136 0.00 0.00 0.00
H -5.145 0.495 4.762 0.00 0.00 0.00
H -4.300 0.891 2.488 0.00 0.00 0.01
H -0.863 -1.517 3.311 -0.01 -0.01 -0.01
H -1.716 -1.917 5.622 0.00 0.00 0.00
H -3.772 -0.806 0.597 0.01 0.00 0.00
H -3.979 -1.073 -1.854 0.00 0.00 0.00
H -3.037 -0.706 -4.143 0.00 0.00 0.00
H -0.828 0.435 -4.350 0.00 0.00 0.00
H 0.341 1.164 -2.278 0.00 -0.01 0.01
O -0.039 -1.605 0.291 0.04 0.02 -0.02
N 0.342 -1.878 -0.901 0.00 -0.02 0.03
C -0.362 -2.807 -1.507 -0.02 0.05 -0.05
C -0.039 -3.121 -2.863 0.02 -0.11 0.05
N 0.185 -3.386 -3.960 -0.01 0.07 -0.03
C -1.534 -3.368 -0.901 0.04 0.00 0.06
N -2.502 -3.743 -0.402 -0.02 0.00 -0.03
```
Positions in Å, forces in eV/Å.

Mulliken atomic charge list, values in e, 6 entries: 0.011 -1.029 -0.599 -0.130 0.413 -0.431



The following is a DFT calculation (the ωB97M-V functional and the def2-TZVPD basis) of a cluster of 5 separate species, C21H26O11 in total in a non-equilibrium geometry.

Relative energy (zero: lowest compared OMol25 entry of this formula, charge and spin) = 175.0 kJ/mol
Molar mass = 454.4 g mol⁻¹
Gap between HOMO and LUMO = 6.556 eV
E_LUMO = -0.0870 Ha
SMILES = O=C1C=C(O)C(=O)C=C1O.O=C1C=C(O)C(=O)C=C1O.CC(C)=O.CC(C)=O.CC(C)=O

Structure (XYZ):
```
58
Properties=species:S:1:pos:R:3:forces:R:3
O -18.798 -11.780 4.237 -0.17 2.53 3.09
C -18.978 -10.914 5.176 1.21 -2.26 -4.93
C -18.377 -9.638 5.155 -0.11 4.94 2.88
C -18.848 -8.525 6.051 5.00 -1.25 -4.84
O -18.237 -7.276 6.055 -2.58 -2.26 1.45
C -19.952 -8.692 6.930 -1.41 4.51 1.79
O -20.487 -7.754 7.582 1.46 -1.27 -1.29
C -20.415 -9.942 7.034 1.32 -9.36 -4.41
C -19.938 -11.138 6.172 -4.06 0.30 6.07
O -20.395 -12.474 6.388 0.76 3.68 0.29
H -17.496 -9.548 4.509 -0.55 0.42 0.17
H -17.651 -7.279 5.338 1.61 0.15 -1.71
H -21.153 -10.133 7.697 -2.23 -0.68 1.99
H -19.737 -13.169 6.147 -0.31 0.76 -0.73
O -17.637 -8.489 2.042 -0.05 0.31 -0.72
C -17.892 -8.706 0.856 -0.16 -0.80 1.00
C -18.990 -9.579 0.435 -1.57 -1.44 -5.84
C -19.169 -9.932 -1.089 -3.72 -1.43 9.47
O -20.255 -10.738 -1.446 2.57 1.79 0.13
C -18.339 -9.391 -2.075 4.03 2.29 4.03
O -18.660 -9.396 -3.183 -1.76 -0.61 -6.39
C -17.121 -8.715 -1.596 3.09 2.79 4.13
C -16.928 -8.220 -0.163 -0.01 -2.63 -7.29
O -15.790 -7.592 0.173 -1.89 -0.37 2.39
H -19.770 -9.942 1.159 1.20 0.50 -0.88
H -20.183 -10.795 -2.421 -0.22 -0.03 0.19
H -16.252 -8.481 -2.343 -2.02 -0.39 1.44
H -15.915 -7.518 1.185 0.61 0.10 -1.61
C -29.917 -9.496 2.406 -3.60 -6.27 3.89
C -29.436 -9.851 3.836 1.03 4.66 0.81
C -28.201 -10.688 3.911 0.02 -1.16 3.52
O -29.808 -9.167 4.807 0.18 -2.15 -1.89
H -30.937 -9.100 2.554 0.08 -0.83 -0.56
H -29.747 -10.479 1.872 -0.99 1.32 -0.13
H -29.450 -8.783 1.964 3.82 4.56 -2.53
H -27.209 -10.261 3.662 -0.89 0.27 0.26
H -28.335 -11.538 3.349 -0.12 -1.88 -2.07
H -28.204 -11.215 4.948 0.49 1.48 -1.28
C -20.755 -15.998 3.456 1.78 4.56 -1.81
C -19.625 -15.692 4.450 -1.40 2.24 -0.43
C -18.817 -16.832 4.916 3.02 -1.90 1.57
O -19.557 -14.540 4.905 0.55 -2.37 -0.49
H -21.165 -16.904 3.773 -1.09 -1.46 -0.33
H -20.279 -15.921 2.348 -1.22 -0.82 2.51
H -21.428 -15.035 3.524 0.82 -2.31 -0.16
H -19.480 -17.726 5.197 1.00 1.30 -0.50
H -18.219 -16.499 5.824 -1.08 -0.39 -0.71
H -17.895 -17.239 4.292 -2.38 0.94 0.43
C -24.252 -10.909 2.259 -2.15 -6.62 2.37
C -23.155 -12.009 2.454 0.37 6.57 0.16
C -21.692 -11.549 2.666 -1.80 -4.23 -0.11
O -23.494 -13.105 2.530 -0.94 -5.34 0.17
H -24.340 -10.585 1.336 -0.31 1.10 -5.00
H -24.104 -10.091 2.769 1.12 4.32 3.31
H -25.305 -11.356 2.583 2.29 0.77 -0.71
H -21.235 -12.517 2.920 0.44 0.53 0.06
H -21.545 -10.888 3.430 0.07 1.87 2.01
H -21.271 -11.213 1.793 0.89 0.94 -2.21
```
Positions in Å, forces in eV/Å.

Mulliken atomic charge list, values in e, 6 entries: -0.565 0.585 -0.638 0.454 -0.461 0.366



The following is a DFT calculation (the ωB97M-V functional and the def2-TZVPD basis) of a structure of composition C14H30NO2PSiTi in a non-equilibrium geometry.

Molar mass = 351.3 g mol⁻¹
Gap between HOMO and LUMO (spin up / spin down) = 4.597 / 4.587 eV
E_LUMO (spin up / spin down) = -0.0023 / -0.0025 Ha

Structure (XYZ):
```
50
Properties=species:S:1:pos:R:3:forces:R:3
Ti 0.115 0.116 0.361 -0.11 -2.39 -0.85
Si 2.160 0.551 -1.302 -1.73 0.40 -2.02
P 0.229 0.665 -2.564 2.50 -0.32 0.24
N -0.424 -1.539 -0.060 0.47 1.73 -0.34
H -0.293 2.264 1.721 -0.54 1.15 0.13
C -1.601 0.692 -2.418 -0.45 0.21 0.28
H -2.029 0.850 -3.418 0.30 -0.11 0.02
H -1.933 1.498 -1.750 0.17 -0.38 -0.27
H -1.959 -0.262 -2.009 0.21 0.26 0.00
C 0.520 2.147 -3.591 -0.37 0.41 -0.43
H -0.065 2.033 -4.515 0.07 0.28 0.14
H 1.583 2.254 -3.845 -0.35 -0.13 0.11
H 0.186 3.048 -3.057 0.08 -0.20 -0.20
C 0.450 -0.764 -3.676 -0.21 -0.25 -0.19
H 0.050 -0.496 -4.663 0.02 -0.17 0.17
H -0.100 -1.625 -3.277 0.13 0.15 -0.10
H 1.508 -1.030 -3.770 -0.24 0.09 0.00
C 2.972 2.163 -0.819 -0.14 0.19 0.15
H 2.664 2.470 0.189 0.16 0.13 -0.21
H 2.753 2.964 -1.537 0.08 -0.13 0.26
H 4.057 1.982 -0.814 -0.28 0.10 0.02
H 1.964 -0.247 -0.027 0.24 -0.17 0.66
H 3.148 -0.232 -2.094 0.09 -0.42 0.32
C -0.382 -2.844 -0.339 0.11 -1.37 -0.40
C -1.390 -5.080 -0.317 0.39 -0.03 -0.19
C -1.497 -3.714 -0.110 0.61 0.47 -0.01
C 0.809 -3.436 -0.882 -0.53 -0.01 0.27
C 0.896 -4.806 -1.086 -0.38 0.01 0.05
C -0.196 -5.638 -0.801 -0.03 -0.04 0.02
H -2.244 -5.719 -0.101 0.16 0.06 -0.08
H -2.413 -3.252 0.258 0.17 -0.19 -0.04
H 1.652 -2.773 -1.103 -0.23 -0.22 0.09
H 1.823 -5.234 -1.471 -0.22 0.06 0.06
H -0.121 -6.714 -0.966 -0.03 0.29 0.06
C -1.053 2.555 0.937 0.29 -1.32 0.20
O -1.257 1.307 0.285 -1.14 1.82 0.17
C -2.382 3.002 1.523 -0.10 0.08 0.31
H -2.313 4.019 1.916 -0.04 -0.06 0.09
H -2.711 2.334 2.327 0.05 0.09 -0.22
H -3.150 2.996 0.734 0.31 -0.06 0.17
C -0.466 3.623 0.031 0.09 0.38 -0.17
H -0.968 3.640 -0.949 0.06 -0.05 0.32
H 0.611 3.502 -0.127 -0.17 -0.13 -0.10
H -0.607 4.603 0.502 0.07 -0.07 -0.15
C 0.306 -1.045 3.077 0.17 0.05 0.33
O 1.017 -0.221 2.134 0.95 0.22 1.10
H -0.721 -1.108 2.714 0.21 -0.02 0.02
H 0.346 -0.546 4.046 -0.08 -0.23 0.10
H 0.754 -2.043 3.106 -0.14 0.16 0.02
H 1.963 -0.125 2.341 -0.67 -0.33 0.06
```
Positions in Å, forces in eV/Å.

Mulliken atomic charge list, values in e, 6 entries: 0.418 0.562 1.332 -0.322 0.072 -1.191



| no. | energy (Ha) |
| --- | --- |
| 1 | -3957.8816 |
| 2 | -1176.7666 |
| 3 | -265.6241 |
| 4 | -3629.5960 |
| 5 | -1643.0763 |
| 6 | -2236.8659 |